{"formula": "C6H12Cl2O4P", "method": "ωB97M-V/def2-TZVPD", "species": ["O", "C", "C", "C", "Cl", "H", "H", "H", "H", "C", "C", "Cl", "H", "O", "H", "H", "O", "O", "H", "H", "H", "H", "H", "P", "C"], "coordinates": [[-2.6588, 2.8722, -1.3891], [2.6837, -1.7601, 1.5014], [-2.2770, 0.5939, -0.8617], [0.7830, -1.9361, 0.0375], [1.8924, 1.1182, 2.3366], [3.5094, -1.2975, 1.7811], [-0.1409, -1.5538, -0.2725], [2.2187, -0.4700, -0.2955], [1.2278, -2.2862, -0.9803], [-2.8026, 1.6095, -1.9128], [1.7594, -0.9908, 0.6042], [-0.3088, -0.6541, 2.3853], [-3.8819, 1.4830, -2.1624], [1.4294, 1.5837, -1.0724], [-2.4850, -0.4705, -0.9499], [-2.4054, 0.9122, 0.1663], [-0.8350, 0.3815, -0.8779], [-0.5345, 2.5811, 0.4492], [2.1470, -2.0066, 2.4949], [2.9619, -2.6803, 0.9387], [-1.8343, 2.8199, -0.8676], [0.7346, -2.8191, 0.7385], [-2.2965, 1.3827, -2.8724], [0.2250, 1.4739, -0.2251], [0.8883, 0.1134, 1.3060]], "forces_ev_per_a": [[0.5272, 0.8632, -0.2656], [-3.4628, -2.6976, 0.0662], [1.3528, -0.8852, 0.2816], [1.4842, -3.6261, -2.0987], [0.7160, 0.6139, 0.5464], [3.8788, 2.3913, 1.0361], [-1.3213, 0.5444, 0.1747], [0.0451, -0.3440, 1.5348], [-0.5846, -0.0319, 1.6365], [-0.6721, -1.9773, 0.1377], [-0.7168, 2.4680, -0.3481], [-0.5297, 0.0925, -0.0555], [0.4875, -0.2912, 0.4932], [-0.2892, 0.2642, -0.0314], [-1.4386, 0.1705, -0.3585], [-1.1067, 0.3107, 0.0621], [0.8000, 1.7255, -0.8982], [0.3551, -0.5580, -0.8761], [0.5872, -0.0167, -1.6488], [-0.1291, 0.3368, 0.6890], [0.0149, 0.7807, 0.4177], [-0.5761, 0.7079, -0.9806], [0.2932, 0.4504, 0.2787], [-0.2250, -2.3171, 2.2809], [0.5099, 1.0252, -2.0739]], "nbo_charge": [-0.74, -0.60, -0.11, -0.61, -0.06, 0.20, 0.24, 0.26, 0.19, -0.08, -0.32, -0.08, 0.16, -1.13, 0.19, 0.21, -0.86, -1.15, 0.20, 0.20, 0.50, 0.19, 0.15, 2.38, -0.34], "relative_energy_kcal_mol": 0.0, "smiles": "CC(C)C(Cl)(Cl)[P@](=O)([O-])OCCO", "gap_ev": 8.710, "multiplicity": 1, "charge": -1, "fmax_ev_per_a": 4.67}